Record 1
{
  "formula": "C9H8BrN",
  "method": "wB97M-V/def2-TZVPD",
  "e_above_lowest_kcal_mol": 5.8,
  "mol_weight_da": 210.07,
  "e_homo_ev": -8.96,
  "lumo_energy_ev": -0.20,
  "smiles": "C[C@]1(Br)C=Nc2ccccc21",
  "symbols": ["C", "C", "Br", "C", "N", "C", "C", "C", "C", "C", "C", "H", "H", "H", "H", "H", "H", "H", "H"],
  "positions_angstrom": [[-1.563, -1.787, 0.037], [-1.481, -0.350, -0.475], [-3.076, 0.742, 0.306], [-1.463, -0.002, -1.947], [-0.446, 0.636, -2.304], [0.355, 0.925, -1.181], [1.549, 1.563, -1.094], [2.100, 1.831, 0.122], [1.484, 1.427, 1.291], [0.355, 0.588, 1.259], [-0.203, 0.391, 0.069], [-1.931, -1.746, 0.998], [-0.557, -2.171, 0.048], [-2.228, -2.309, -0.620], [-2.205, -0.527, -2.519], [2.073, 1.868, -1.942], [2.943, 2.478, 0.167], [1.865, 1.591, 2.325], [-0.025, -0.135, 1.968]]
}

Record 2
{
  "formula": "C23H21BF8N4O3PtS",
  "method": "wB97M-V/def2-TZVPD",
  "e_above_lowest_kcal_mol": 68.8,
  "mol_weight_da": 791.39,
  "e_homo_ev": [-6.21, -6.21],
  "lumo_energy_ev": [-1.95, -1.95],
  "symbols": ["Pt", "F", "C", "C", "C", "C", "O", "C", "C", "N", "C", "C", "C", "C", "C", "C", "N", "C", "C", "N", "C", "C", "C", "O", "O", "H", "H", "H", "H", "H", "H", "H", "H", "H", "H", "H", "H", "H", "H", "H", "H", "H", "H", "F", "C", "F", "F", "C", "C", "C", "C", "N", "C", "S", "H", "H", "H", "F", "B", "F", "F", "F"],
  "positions_angstrom": [[-3.703, 0.441, -0.848], [2.555, 0.513, -3.103], [2.233, 0.267, -1.808], [0.908, 0.337, -1.474], [0.496, 0.137, -0.160], [-0.932, 0.127, 0.144], [-1.698, 0.101, -0.842], [-1.264, 0.089, 1.536], [-0.260, -0.098, 2.430], [1.055, -0.280, 2.122], [2.003, -0.466, 3.190], [1.663, -1.422, 4.288], [2.749, -1.764, 3.315], [1.465, -0.126, 0.819], [2.804, -0.245, 0.447], [3.218, -0.049, -0.866], [4.603, -0.244, -1.163], [5.565, 0.465, -0.327], [6.799, -0.444, -0.158], [6.793, -1.403, -1.304], [6.538, -0.660, -2.574], [5.054, -0.244, -2.556], [-2.644, 0.297, 2.185], [-2.647, 0.267, 3.420], [-3.635, 0.504, 1.436], [0.163, 0.559, -2.228], [-0.532, -0.123, 3.477], [2.533, 0.442, 3.460], [0.732, -1.964, 4.201], [1.924, -1.146, 5.299], [2.544, -2.539, 2.588], [3.777, -1.720, 3.651], [3.528, -0.536, 1.195], [5.133, 0.680, 0.644], [5.851, 1.425, -0.778], [6.758, -1.021, 0.763], [7.726, 0.126, -0.182], [5.979, -2.010, -1.163], [7.641, -1.963, -1.336], [6.760, -1.295, -3.428], [7.204, 0.200, -2.597], [4.464, -0.967, -3.114], [4.948, 0.727, -3.045], [-7.912, 4.665, -1.949], [-7.196, 4.291, -0.858], [-6.076, 5.014, -0.859], [-7.924, 4.682, 0.216], [-6.988, 2.807, -0.840], [-8.115, 2.018, -0.651], [-8.007, 0.637, -0.593], [-6.755, 0.068, -0.725], [-5.686, 0.822, -0.943], [-5.750, 2.174, -0.998], [-4.178, 2.819, -1.249], [-9.078, 2.501, -0.542], [-8.873, 0.011, -0.440], [-6.585, -1.000, -0.667], [-2.627, -3.638, 0.119], [-3.546, -3.341, -0.887], [-3.615, -1.880, -1.001], [-3.113, -3.834, -2.118], [-4.828, -3.786, -0.574]]
}

Record 3
{
  "formula": "H6O3",
  "method": "wB97M-V/def2-TZVPD",
  "e_above_lowest_kcal_mol": 7.6,
  "mol_weight_da": 54.05,
  "e_homo_ev": -10.81,
  "lumo_energy_ev": 0.34,
  "smiles": "O.O.O",
  "symbols": ["O", "H", "H", "O", "H", "H", "O", "H", "H"],
  "positions_angstrom": [[0.567, -2.048, -0.012], [0.831, -1.981, 0.906], [0.353, -2.973, -0.134], [-1.315, 0.380, -0.068], [-1.408, 0.539, 0.871], [-0.964, -0.508, -0.128], [0.636, 2.578, -0.562], [1.398, 1.999, -0.547], [-0.099, 2.013, -0.325]]
}

Record 4
{
  "formula": "C29H36O",
  "method": "wB97M-V/def2-TZVPD",
  "mol_weight_da": 400.61,
  "e_homo_ev": -6.80,
  "lumo_energy_ev": -1.16,
  "symbols": ["C", "C", "C", "C", "C", "C", "O", "C", "C", "C", "C", "C", "C", "C", "C", "H", "H", "H", "H", "H", "H", "H", "H", "H", "H", "H", "H", "H", "H", "H", "H", "H", "H", "H", "H", "H", "C", "C", "C", "C", "C", "C", "C", "C", "C", "C", "C", "C", "C", "C", "C", "H", "H", "H", "H", "H", "H", "H", "H", "H", "H", "H", "H", "H", "H", "H"],
  "positions_angstrom": [[-3.628, -3.206, -1.234], [-2.592, -2.135, -0.860], [-2.621, -1.105, -1.989], [-3.103, -1.591, 0.478], [-1.153, -2.707, -0.731], [0.041, -1.861, -0.694], [-0.012, -0.563, -0.706], [1.333, -2.532, -0.637], [2.648, -1.728, -0.740], [3.869, -2.645, -0.858], [2.875, -0.861, 0.497], [2.607, -0.804, -1.963], [1.388, -3.916, -0.535], [0.242, -4.702, -0.586], [-1.002, -4.084, -0.680], [-3.774, -3.919, -0.414], [-4.596, -2.714, -1.399], [-3.353, -3.734, -2.153], [-1.979, -0.248, -1.774], [-2.268, -1.588, -2.911], [-3.647, -0.753, -2.149], [-2.349, -1.002, 1.005], [-3.987, -0.961, 0.305], [-3.385, -2.429, 1.135], [3.787, -3.300, -1.733], [4.766, -2.027, -0.983], [4.007, -3.239, 0.055], [2.110, -0.083, 0.558], [2.850, -1.466, 1.414], [3.854, -0.362, 0.434], [1.858, -0.017, -1.813], [3.598, -0.356, -2.112], [2.340, -1.386, -2.853], [2.352, -4.423, -0.440], [0.316, -5.792, -0.580], [-1.887, -4.720, -0.754], [2.951, 1.299, 4.917], [2.015, 1.255, 3.747], [1.319, 0.083, 3.417], [0.436, 0.058, 2.346], [0.288, 1.179, 1.485], [-0.599, 1.062, 0.335], [-0.941, 2.248, -0.463], [-2.321, 2.549, -0.625], [-2.735, 3.766, -1.148], [-1.799, 4.717, -1.575], [-2.267, 6.003, -2.188], [-0.434, 4.418, -1.469], [-0.002, 3.201, -0.941], [0.949, 2.372, 1.871], [1.809, 2.392, 2.961], [3.685, 2.101, 4.789], [2.436, 1.500, 5.864], [3.466, 0.341, 5.040], [1.478, -0.819, 4.014], [-0.147, -0.844, 2.141], [-1.466, 0.429, 0.518], [-3.058, 1.825, -0.259], [-3.801, 3.992, -1.217], [-1.493, 6.774, -2.167], [-2.566, 5.862, -3.236], [-3.135, 6.424, -1.670], [0.295, 5.168, -1.790], [1.069, 2.994, -0.849], [0.744, 3.293, 1.331], [2.317, 3.322, 3.225]]
}

Record 5
{
  "formula": "CHF3NO",
  "method": "wB97M-V/def2-TZVPD",
  "e_above_lowest_kcal_mol": 43.2,
  "mol_weight_da": 100.02,
  "total_charge": -1,
  "e_homo_ev": [-2.49, -2.49],
  "lumo_energy_ev": [4.67, 4.67],
  "symbols": ["C", "N", "O", "F", "F", "F", "H"],
  "positions_angstrom": [[0.618, 1.707, 0.601], [1.288, -0.271, 0.778], [0.342, -1.023, 0.455], [-0.494, 2.187, 1.093], [1.783, 2.435, 0.947], [0.493, 2.032, -0.758], [1.878, 0.026, -0.048]]
}

Record 6
{
  "formula": "C14H30F7N3O8PbS2",
  "method": "wB97M-V/def2-TZVPD",
  "e_above_lowest_kcal_mol": 148.7,
  "mol_weight_da": 772.73,
  "e_homo_ev": -9.01,
  "lumo_energy_ev": -3.20,
  "symbols": ["Pb", "F", "C", "F", "F", "F", "S", "O", "O", "N", "S", "O", "O", "C", "F", "F", "F", "C", "O", "C", "C", "N", "C", "C", "O", "C", "H", "H", "H", "H", "H", "H", "H", "H", "H", "H", "H", "H", "H", "H", "H", "C", "O", "C", "C", "N", "C", "C", "O", "C", "H", "H", "H", "H", "H", "H", "H", "H", "H", "H", "H", "H", "H", "H", "H"],
  "positions_angstrom": [[0.636, 0.589, 0.642], [3.475, 2.207, -0.796], [2.461, 3.898, 4.887], [3.374, 3.675, 5.869], [1.707, 4.885, 5.295], [2.889, 4.062, 3.622], [1.393, 2.244, 4.958], [2.156, 1.289, 4.136], [1.231, 1.862, 6.350], [-0.057, 2.522, 3.982], [-1.044, 2.967, 5.056], [-1.843, 1.871, 5.591], [-0.414, 3.786, 6.070], [-2.288, 4.187, 4.132], [-3.387, 4.318, 4.951], [-1.876, 5.456, 3.880], [-2.686, 3.532, 3.031], [-0.449, 3.456, -2.199], [-0.826, 2.127, -2.501], [-0.449, 1.744, -3.863], [-0.803, 0.305, -4.125], [0.055, -0.701, -3.496], [1.336, -0.991, -4.194], [1.399, -1.861, -5.530], [0.628, -3.107, -5.428], [0.419, -3.709, -6.685], [0.495, 3.416, -1.656], [-1.255, 3.862, -1.588], [-0.188, 4.027, -3.090], [0.611, 1.903, -4.066], [-1.090, 2.284, -4.560], [-0.839, 0.142, -5.202], [-1.731, 0.112, -3.587], [-0.515, -1.535, -3.476], [1.915, -1.571, -3.475], [1.861, -0.061, -4.408], [2.430, -1.999, -5.853], [0.824, -1.430, -6.349], [-0.048, -4.684, -6.547], [1.429, -3.918, -7.039], [-0.096, -3.086, -7.416], [3.677, -2.333, 0.814], [2.256, -2.184, 1.070], [1.714, -3.184, 1.999], [0.353, -2.955, 2.572], [-0.666, -2.380, 1.602], [-1.899, -2.174, 2.322], [-2.998, -1.648, 1.389], [-2.577, -0.481, 0.657], [-3.591, 0.224, -0.038], [3.704, -2.311, -0.275], [4.152, -3.199, 1.275], [4.111, -1.475, 1.328], [2.328, -3.191, 2.899], [1.916, -4.139, 1.515], [0.224, -2.295, 3.429], [0.018, -3.909, 2.978], [-0.880, -3.183, 1.028], [-1.715, -1.558, 3.202], [-2.272, -3.144, 2.651], [-3.685, -1.171, 2.089], [-3.360, -2.460, 0.758], [-3.297, 1.194, -0.439], [-4.401, 0.312, 0.686], [-3.952, -0.427, -0.834]]
}

Record 7
{
  "formula": "C11H15N",
  "method": "wB97M-V/def2-TZVPD",
  "e_above_lowest_kcal_mol": 15.9,
  "mol_weight_da": 161.25,
  "e_homo_ev": -7.83,
  "lumo_energy_ev": 0.93,
  "smiles": "Cc1c[nH]c2ccccc12.CC",
  "symbols": ["C", "C", "C", "N", "C", "C", "C", "C", "C", "C", "H", "H", "H", "H", "H", "H", "H", "H", "H", "C", "C", "H", "H", "H", "H", "H", "H"],
  "positions_angstrom": [[-1.210, 0.915, 2.951], [-0.036, 0.291, 2.248], [1.249, 0.705, 2.371], [2.017, 0.094, 1.391], [1.200, -0.731, 0.645], [1.480, -1.451, -0.499], [0.457, -2.274, -0.978], [-0.811, -2.270, -0.398], [-1.203, -1.354, 0.578], [-0.139, -0.641, 1.122], [-0.834, 1.547, 3.757], [-1.861, 0.135, 3.385], [-1.860, 1.448, 2.263], [1.660, 1.358, 3.119], [2.985, 0.287, 1.224], [2.469, -1.372, -0.941], [0.710, -2.847, -1.879], [-1.566, -3.021, -0.692], [-2.205, -1.172, 0.884], [0.156, 1.550, -2.022], [-0.756, 1.074, -3.163], [0.509, 0.746, -1.408], [1.095, 1.922, -2.450], [-0.320, 2.342, -1.472], [-1.227, 1.806, -3.785], [-1.615, 0.688, -2.571], [-0.344, 0.226, -3.679]]
}

Record 8
{
  "formula": "C50H39O3P2RhS6",
  "method": "wB97M-V/def2-TZVPD",
  "mol_weight_da": 1045.11,
  "e_homo_ev": -7.36,
  "lumo_energy_ev": -0.48,
  "symbols": ["Rh", "O", "C", "O", "C", "C", "C", "C", "C", "C", "S", "H", "H", "H", "H", "C", "C", "C", "C", "C", "C", "C", "C", "P", "C", "C", "C", "C", "C", "C", "C", "C", "C", "C", "C", "C", "C", "O", "C", "C", "C", "C", "C", "C", "P", "C", "C", "C", "C", "C", "C", "C", "C", "C", "C", "C", "C", "H", "H", "H", "H", "H", "H", "H", "H", "H", "H", "H", "H", "H", "H", "H", "H", "H", "H", "H", "H", "H", "H", "H", "H", "H", "H", "H", "H", "H", "H", "H", "H", "C", "S", "C", "C", "S", "S", "C", "S", "S", "H", "H", "H"],
  "positions_angstrom": [[-0.294, -0.172, 0.579], [2.832, -2.812, -0.349], [1.809, -2.149, -0.382], [1.651, -0.920, -0.113], [0.487, -2.832, -0.738], [0.618, -4.210, -1.313], [-0.711, -4.949, -1.474], [-2.263, -4.079, 0.545], [-2.518, -2.783, 0.670], [-1.851, -1.609, 0.135], [-2.556, -0.066, 0.397], [1.568, -4.511, -1.731], [-0.517, -6.005, -1.654], [-3.020, -4.758, 0.924], [-3.440, -2.524, 1.182], [-0.370, 5.660, 5.151], [0.325, 4.567, 4.341], [1.848, 4.667, 4.555], [-0.131, 3.180, 4.776], [-0.582, 2.871, 6.050], [-0.910, 1.566, 6.397], [-0.806, 0.551, 5.464], [-0.365, 0.819, 4.167], [-0.251, -0.505, 2.909], [-1.676, -1.526, 3.415], [-1.566, -2.898, 3.651], [-2.685, -3.653, 3.975], [-3.931, -3.049, 4.058], [-4.054, -1.686, 3.813], [-2.936, -0.931, 3.492], [1.226, -1.414, 3.490], [1.226, -2.150, 4.678], [2.354, -2.850, 5.070], [3.507, -2.808, 4.293], [3.526, -2.059, 3.130], [2.389, -1.366, 2.729], [-0.021, 2.130, 3.868], [0.464, 2.366, 2.608], [0.137, 3.575, 2.051], [-0.067, 3.588, 0.679], [-0.325, 4.820, 0.077], [-0.408, 5.970, 0.840], [-0.237, 5.910, 2.218], [0.039, 4.709, 2.853], [0.036, 2.032, -0.269], [1.615, 2.317, -1.156], [2.763, 1.679, -0.701], [3.995, 1.940, -1.291], [4.087, 2.835, -2.343], [2.943, 3.476, -2.809], [1.718, 3.221, -2.217], [-1.230, 2.267, -1.555], [-1.051, 1.651, -2.793], [-2.071, 1.651, -3.732], [-3.286, 2.259, -3.443], [-3.477, 2.860, -2.208], [-2.456, 2.859, -1.267], [-0.127, 5.568, 6.210], [-1.454, 5.617, 5.036], [-0.025, 6.647, 4.842], [2.089, 4.537, 5.613], [2.211, 5.644, 4.227], [2.374, 3.898, 3.987], [-0.681, 3.651, 6.793], [-1.259, 1.345, 7.397], [-1.103, -0.454, 5.735], [-0.604, -3.390, 3.583], [-2.572, -4.714, 4.160], [-4.805, -3.635, 4.315], [-5.024, -1.209, 3.872], [-3.045, 0.129, 3.305], [0.336, -2.203, 5.291], [2.331, -3.440, 5.978], [4.382, -3.369, 4.595], [4.409, -2.035, 2.503], [2.405, -0.831, 1.792], [-0.483, 4.873, -0.992], [-0.615, 6.919, 0.363], [-0.317, 6.821, 2.796], [2.696, 0.954, 0.096], [4.878, 1.427, -0.931], [5.045, 3.033, -2.807], [3.008, 4.173, -3.635], [0.832, 3.718, -2.595], [-0.112, 1.158, -3.020], [-1.917, 1.170, -4.690], [-4.082, 2.258, -4.176], [-4.425, 3.326, -1.971], [-2.623, 3.320, -0.300], [-0.967, -4.474, -4.123], [-1.969, -4.387, -2.631], [-1.027, -4.732, 0.054], [0.303, -4.011, 0.173], [-0.758, -1.595, -1.212], [1.265, -4.323, 1.638], [0.419, -5.758, 2.099], [0.779, -6.589, 3.454], [-0.827, -6.285, 0.999], [-1.613, -4.223, -4.963], [-0.571, -5.479, -4.275], [-0.146, -3.757, -4.084]]
}

Calculated values (eV Å⁻¹) of F_max for the records, taken in order: 6.1, 1.6, 0.6, 2.7, 4.1, 5.0, 3.1, 1.2.